[1]
Formula: C14H18F3IN6O7Ti
Source: the Open Molecules 2025 dataset
Level of theory: ωB97M-V/def2-TZVPD

Structure (XYZ):
```
50
Properties=species:S:1:pos:R:3:forces:R:3
I 1.49219 -7.46582 -2.88494 0.00 0.02 0.01
Ti -0.39846 0.21176 0.88079 0.03 0.16 -0.12
F 0.47755 1.35784 -2.40399 0.09 -0.15 0.03
F 0.69326 3.50173 -2.22544 -0.05 0.03 -0.01
F -0.98619 2.64894 -3.30798 -0.09 0.09 -0.12
O 1.09032 0.83567 2.06247 0.15 0.00 0.01
O 0.94234 -1.01583 -0.06676 -0.04 -0.04 -0.13
O -3.72793 0.45607 2.77300 0.00 0.02 -0.11
O -0.36325 1.96495 0.04619 0.21 -0.11 0.09
O -2.14096 2.94344 -0.92020 -0.01 0.05 0.02
O -1.57696 0.30213 2.62516 -0.25 0.02 -0.26
O -1.04143 -1.73571 0.39693 0.06 -0.13 0.05
N -2.72930 0.41531 2.10227 -0.01 0.07 0.37
N -2.34092 0.13025 -1.84305 0.05 -0.01 -0.12
N -5.00129 0.63187 0.49410 -0.15 0.00 -0.02
N -2.64675 0.49303 0.77377 -0.20 -0.19 0.12
N -3.60716 0.30531 -1.28697 0.01 -0.06 0.08
N 2.42446 2.63243 1.91876 -0.03 0.05 -0.03
C 0.42249 -3.25188 -0.75751 -0.03 -0.07 -0.02
C -0.19680 2.50385 -2.24290 0.10 0.12 0.03
C -0.19151 -5.50305 -1.32834 -0.01 -0.01 0.00
C -3.77300 0.48549 0.02674 0.19 0.07 -0.07
C -1.02640 2.49117 -0.93361 -0.08 -0.05 0.01
C -0.49644 -4.29788 -0.72270 0.01 0.00 0.00
C 3.70809 3.26550 1.62393 0.00 -0.01 0.02
C 1.03274 -5.65455 -1.97059 0.00 -0.02 -0.01
C 2.23076 1.33507 1.81345 -0.04 -0.05 0.00
C 0.09439 -1.97507 -0.12242 0.06 0.25 0.09
C 1.64778 -3.41186 -1.39925 0.00 0.01 0.01
C 1.95445 -4.61399 -2.00952 0.01 -0.01 -0.01
C 3.35668 0.42962 1.41648 0.01 0.01 -0.01
C 1.35063 3.53167 2.34388 0.06 -0.04 0.02
H -4.41777 0.35869 -1.88629 0.03 0.02 -0.02
H 4.31876 3.33643 2.52500 0.00 0.01 0.00
H 4.27571 0.66025 1.95201 -0.01 0.01 0.01
H 0.97023 4.08376 1.48544 -0.01 0.00 0.01
H -2.24453 -0.81511 -2.19697 -0.04 -0.01 0.03
H -5.79374 0.58633 -0.12445 0.01 0.02 -0.01
H -5.15419 0.75284 1.48243 0.06 -0.02 0.02
H -1.44088 -4.16203 -0.21324 0.00 0.00 0.00
H -2.21410 0.79494 -2.59994 -0.06 -0.02 0.05
H 3.51499 4.26884 1.25207 -0.01 0.00 -0.01
H 0.54859 2.95809 2.79315 -0.01 0.00 -0.01
H 2.90224 -4.74438 -2.51230 0.00 0.00 0.00
H 2.35036 -2.58999 -1.41980 0.00 0.00 0.00
H 3.54614 0.53291 0.34578 0.00 -0.01 0.00
H 4.24878 2.71775 0.85866 -0.01 0.00 0.01
H 3.05770 -0.59434 1.61228 0.00 0.00 0.00
H -0.89652 -6.32182 -1.30104 0.00 0.00 0.00
H 1.75487 4.22934 3.07549 0.00 0.01 0.00
```
Forces are in eV/Å.

Summary:
E_LUMO (spin up / spin down) = -3.59 / -3.57 eV
Expectation value of S² = 0.752
ΔE to the lowest compared entry with this formula, charge and spin = 44.0 kJ/mol
Gap between HOMO and LUMO (spin up / spin down) = 7.60 / 7.65 eV
Total charge = +1
2S+1 = 2
HOMO energy (spin up / spin down) = -11.19 / -11.22 eV

[2]
Formula: C2H2IN3O
Source: the Open Molecules 2025 dataset
Level of theory: ωB97M-V/def2-TZVPD

Structure (XYZ):
```
9
Properties=species:S:1:pos:R:3:forces:R:3
I -2.05964 2.56472 1.60172 -1.10 0.36 0.45
O 0.24247 -0.72837 -1.44532 -0.60 0.12 -0.94
N 0.86304 0.07988 1.88401 -0.10 0.01 0.92
N -0.36072 1.80627 0.93051 2.17 -0.55 0.17
N -0.47724 1.12876 -0.20759 -3.37 0.27 -1.67
C 0.91747 -0.59842 0.86683 -0.86 1.55 -1.34
C 0.13332 -0.12100 -0.43472 1.24 -0.04 2.09
H 1.63260 -1.35534 0.63704 0.39 -0.93 0.06
H -1.44879 1.28754 -0.66133 2.22 -0.79 0.26
```
Forces are in eV/Å.

Summary:
E_LUMO (spin up / spin down) = -1.05 / -0.73 eV
ΔE to the lowest compared entry with this formula, charge and spin = 259.0 kJ/mol
Gap between HOMO and LUMO (spin up / spin down) = 8.01 / 8.14 eV
HOMO energy (spin up / spin down) = -9.06 / -8.87 eV

[3]
Formula: C3H7N3
Source: the Open Molecules 2025 dataset
Level of theory: ωB97M-V/def2-TZVPD

Structure (XYZ):
```
13
Properties=species:S:1:pos:R:3:forces:R:3
N -0.47799 -0.52967 -0.13406 -2.25 0.86 -0.05
N 0.09145 -1.69908 -0.33690 1.07 0.12 0.03
N -1.73038 -0.49070 -0.05721 1.47 -1.06 -0.20
C 3.35911 0.73833 0.19516 -0.32 -0.27 -0.18
C -2.26384 0.84008 0.07262 0.04 0.33 0.21
C 2.19292 0.49478 0.04937 -1.79 0.14 0.52
H 1.12383 -1.58370 -0.30214 -1.27 -0.92 0.07
H -2.84954 0.88460 0.99204 -0.01 0.07 -0.01
H -1.48766 1.61172 0.08826 -0.05 -0.05 -0.01
H -0.44644 -2.54979 -0.18977 0.38 0.18 -0.05
H 4.39380 0.90645 0.29846 0.41 0.11 0.01
H 1.04292 0.35915 0.08175 2.30 0.46 -0.33
H -2.94817 1.01783 -0.75757 0.02 0.03 -0.01
```
Forces are in eV/Å.

Summary:
E_LUMO = 1.17 eV
ΔE to the lowest compared entry with this formula, charge and spin = 398.2 kJ/mol
SMILES string = C/N=N/N.C#C
Gap between HOMO and LUMO = 10.78 eV
HOMO energy = -9.61 eV

[4]
Formula: C6H7ClN3
Source: the Open Molecules 2025 dataset
Level of theory: ωB97M-V/def2-TZVPD

Structure (XYZ):
```
17
Properties=species:S:1:pos:R:3:forces:R:3
Cl 3.90624 -0.93804 0.22600 -0.21 0.56 -1.06
N 0.41708 -0.07325 -0.48708 -2.19 0.13 -0.11
N 0.96163 1.60681 0.71823 1.49 -0.20 -0.60
N 3.18544 -0.03143 -0.97027 1.23 -0.55 0.97
C 1.38330 0.65137 -0.10534 2.15 1.28 1.65
C -0.77755 0.43525 -0.03527 0.26 1.72 1.27
C -2.07048 -2.65307 0.42830 -0.38 -0.40 0.13
C -0.39927 1.51884 0.77199 -1.15 -0.34 -0.74
C -2.07046 -0.20743 -0.40665 2.94 -0.65 -2.86
C -2.08989 -1.58283 -0.08813 -0.08 -0.68 1.24
H 0.47923 -0.91094 -0.98471 0.29 -1.40 -1.07
H -2.27084 -3.53504 0.96285 0.22 -0.74 0.08
H -2.74986 0.36883 0.01078 -3.80 2.16 2.46
H 3.65076 0.87224 -1.05243 0.76 -0.34 -0.43
H -0.82217 2.37025 1.27822 -1.07 -0.51 0.02
H 1.60120 2.26766 1.19681 -1.00 -0.63 -0.52
H -2.33434 -0.15921 -1.46330 0.56 0.58 -0.43
```
Forces are in eV/Å.

Summary:
E_LUMO (spin up / spin down) = -3.04 / -7.22 eV
Expectation value of S² = 2.014
Gap between HOMO and LUMO (spin up / spin down) = 9.73 / 6.22 eV
Total charge = +1
2S+1 = 3
HOMO energy (spin up / spin down) = -12.77 / -13.43 eV

[5]
Formula: C39H53N3O2SSi3Ti
Source: the Open Molecules 2025 dataset
Level of theory: ωB97M-V/def2-TZVPD

Structure (XYZ):
```
102
Properties=species:S:1:pos:R:3:forces:R:3
Ti -0.52958 -0.37561 -0.00380 0.97 -0.22 0.04
S 0.54499 -9.21341 -1.61142 0.27 -0.07 0.11
Si -0.66429 -0.80901 3.29484 0.15 0.06 0.07
Si 2.21936 -0.98887 2.17872 -0.07 0.07 -0.05
Si -2.74583 -1.74204 0.17715 0.32 -0.33 -0.50
O -0.72290 1.17811 0.70722 -0.37 1.20 0.57
O 2.09665 -10.98082 -0.40999 -0.05 -0.12 -0.10
N -1.45679 0.35909 -1.82514 -0.11 0.08 -0.25
N 1.28158 0.18845 -1.34901 -0.29 -0.09 -0.12
N -0.60044 -2.20187 -1.34213 -0.15 -0.06 -0.09
C 0.49444 -10.06356 1.10611 0.01 0.13 -0.05
C 2.74690 -1.64199 3.84923 0.02 -0.08 0.16
C -2.40049 -3.44024 -2.28694 0.15 -0.07 -0.01
C 3.80861 3.76570 -1.69356 0.02 -0.01 -0.02
C -2.50561 -0.46488 3.15476 -0.14 0.03 -0.13
C -1.89988 -2.57878 -1.31828 -0.05 -0.03 -0.10
C 0.02611 0.76828 4.04250 0.06 0.15 0.03
C -1.54843 -3.94939 -3.25316 0.00 -0.02 0.00
C -0.58660 -2.19069 4.54785 -0.05 -0.13 0.14
C 3.16453 2.63555 -1.21944 0.01 0.00 0.00
C 2.66485 0.83898 2.15058 0.07 0.13 -0.04
C 0.84487 0.61874 -2.48863 -0.01 -0.01 -0.06
C 4.40035 1.27794 -2.75875 0.00 0.03 -0.01
C -0.81609 3.26675 -0.49147 -0.05 0.05 -0.08
C 0.41010 -3.82625 1.06558 -0.14 -0.42 -0.10
C 5.05312 2.41056 -3.23530 -0.02 -0.01 0.01
C 2.74891 0.15333 -1.21763 -0.08 0.09 -0.02
C 1.64658 -5.76615 0.19770 0.05 -0.04 -0.03
C 0.33012 -2.67899 1.44236 0.25 0.29 0.25
C 0.50076 -7.61759 -0.83062 -0.16 -0.01 0.07
C -2.52877 1.04886 -3.69990 0.05 -0.02 -0.01
C -2.46333 2.70799 1.33339 -0.11 0.06 0.01
C -2.65631 0.57546 -2.39075 0.08 0.05 0.02
C 3.26430 -2.00255 0.98990 0.09 -0.15 -0.09
C -1.15956 1.12786 -3.95300 -0.08 0.11 -0.02
C 3.45240 1.37836 -1.74916 0.01 0.02 0.00
C 0.42962 -5.12026 0.44330 0.11 0.25 0.11
C -4.50317 -1.26401 -0.31208 -0.21 0.20 0.13
C 4.75662 3.65603 -2.70578 -0.02 -0.03 0.02
C -0.52914 0.70507 -2.78253 -0.01 -0.08 -0.03
C -0.71300 -6.97977 -0.59793 0.00 0.05 -0.01
C -1.04283 2.56583 0.83400 0.15 -0.25 -0.08
C 0.39379 -1.27691 1.78746 -0.46 -0.61 -0.31
C -0.20744 -3.59055 -3.22872 -0.01 -0.03 -0.03
C 1.68379 -6.99389 -0.44149 -0.01 0.04 0.00
C 1.20253 -10.21292 -0.21508 -0.09 0.12 -0.02
C -3.04180 -3.21195 1.32204 -0.07 0.01 0.27
C 0.22346 -2.70292 -2.26217 -0.01 -0.04 0.12
C -0.74852 -5.74284 0.02601 -0.04 -0.05 -0.04
H -4.69191 -0.19188 -0.36230 -0.02 -0.02 0.04
H -1.91705 -4.62693 -4.01359 0.01 0.01 0.00
H -3.56685 0.39307 -1.85105 -0.03 0.00 -0.01
H 2.56689 -5.28444 0.50308 0.00 -0.02 0.00
H 0.25222 1.51648 3.27994 -0.06 -0.01 0.04
H -1.63350 -7.45812 -0.90862 0.00 -0.01 0.03
H 3.13720 -0.73790 -1.71944 0.02 -0.01 -0.01
H 2.63212 -7.47694 -0.64245 0.00 0.01 0.01
H 1.07328 -10.55132 1.88612 0.02 -0.01 -0.01
H -0.82544 4.34729 -0.33600 -0.03 -0.01 -0.03
H -3.77420 -2.95461 2.08884 -0.02 -0.06 -0.02
H -0.35705 2.97756 1.58045 0.09 -0.05 0.04
H 5.78858 2.31686 -4.02393 0.00 0.00 0.00
H -5.18855 -1.67395 0.43319 -0.03 -0.01 -0.06
H -2.77479 0.12114 4.03978 -0.03 -0.04 -0.01
H 1.54120 0.94551 -3.26191 0.02 0.00 0.01
H 2.76611 -2.19866 0.03925 0.03 -0.03 0.04
H 4.22471 -1.51802 0.79049 -0.01 -0.05 0.02
H 5.26074 4.53913 -3.07628 0.00 0.00 0.00
H 4.63111 0.30479 -3.17799 0.00 0.01 0.00
H 3.83504 -1.53726 3.91688 -0.02 -0.01 0.01
H 3.66575 1.00194 1.74118 -0.01 0.00 0.01
H -2.80742 0.09967 2.27372 0.01 0.03 0.05
H 1.95552 1.42350 1.56010 0.02 0.01 -0.02
H 3.46601 -2.96970 1.45593 0.00 0.01 -0.02
H 0.93421 0.60517 4.62349 0.00 0.02 0.00
H -1.20743 -1.93084 5.41134 0.02 -0.04 -0.02
H -3.47679 -4.01509 0.71840 -0.01 0.00 0.02
H -3.13962 2.15266 0.67914 0.00 0.02 -0.01
H 0.42220 -2.39453 4.90205 -0.01 -0.02 0.01
H -2.75185 3.76062 1.31753 -0.02 -0.02 0.02
H 2.50883 -2.70424 3.94222 0.03 0.00 0.00
H -0.48224 -10.54265 1.01716 0.00 0.00 0.00
H 1.25564 -2.37754 -2.21689 0.00 0.03 -0.01
H -4.75667 -1.69341 -1.28441 -0.02 0.02 0.02
H 2.43009 2.72356 -0.42747 -0.01 0.00 0.00
H 0.14593 2.98668 -0.91968 0.03 0.02 0.03
H 0.49360 -3.97677 -3.95547 -0.01 -0.01 0.00
H 3.57445 4.73549 -1.27296 0.01 -0.01 0.00
H 2.65964 1.23840 3.16669 0.00 0.00 -0.06
H -1.69396 -5.24897 0.19571 -0.01 -0.02 0.00
H -3.33817 1.29511 -4.36844 0.01 0.01 0.01
H 2.98760 0.04163 -0.17051 -0.01 0.05 0.06
H -3.44924 -3.71122 -2.27201 0.01 -0.01 -0.01
H -1.59440 3.00560 -1.21074 0.02 -0.01 0.01
H -0.98126 -3.11537 4.11653 0.00 0.03 0.02
H -0.66755 1.45857 -4.85532 -0.02 0.00 0.02
H -3.08046 -1.38854 3.18767 -0.01 0.02 0.03
H -0.72408 1.19301 4.71451 0.04 -0.01 0.02
H -2.14387 -3.58530 1.81139 -0.01 -0.01 -0.02
H 2.30732 -1.11800 4.69726 0.03 0.01 0.01
H -2.57118 2.33370 2.35063 0.02 -0.01 -0.01
H 0.32699 -9.01526 1.34841 0.00 -0.03 0.02
```
Forces are in eV/Å.

Summary:
E_LUMO = -0.01 eV
ΔE to the lowest compared entry with this formula, charge and spin = 153.5 kJ/mol
Gap between HOMO and LUMO = 7.50 eV
HOMO energy = -7.51 eV

Number 1: M 614.10 g mol⁻¹. Number 2: M 210.96 g mol⁻¹. Number 3: M 85.11 g mol⁻¹. Number 4: M 156.60 g mol⁻¹. Number 5: M 760.06 g mol⁻¹.